# 1
Computed, not measured: a structure of composition C19H17ClDyOP at a distorted geometry, with wB97M-V/def2-TZVPD.

XYZ file:
```
40
Properties=species:S:1:pos:R:3:lowdin_spin:R:1
Dy -0.437 -2.495 1.751 5.781
Cl -1.389 -4.174 3.312 -0.030
P 0.087 -0.077 0.199 -0.337
C 1.613 -0.231 -0.773 -0.031
C 2.556 0.807 -0.686 -0.027
C 3.792 0.655 -1.312 0.000
C 4.167 -0.585 -1.867 -0.048
C 3.289 -1.676 -1.788 0.001
C 2.016 -1.498 -1.251 -0.029
C -1.262 -0.614 -0.809 -0.055
C -2.495 -1.039 -0.216 -0.009
C -3.550 -1.422 -1.069 0.000
C -3.338 -1.469 -2.453 -0.048
C -2.108 -1.123 -3.024 0.003
C -1.082 -0.648 -2.201 -0.048
C -0.342 1.494 0.980 -0.048
C -0.515 1.622 2.369 -0.001
C -1.136 2.735 2.900 0.001
C -1.439 3.797 2.062 0.001
C -1.137 3.716 0.694 -0.005
C -0.610 2.563 0.138 -0.015
H -2.668 -0.972 0.886 0.008
H -4.530 -1.710 -0.661 0.001
H -4.151 -1.767 -3.120 -0.002
H -1.936 -1.161 -4.114 0.000
H -0.108 -0.340 -2.595 -0.001
H 2.281 1.740 -0.182 -0.001
H 4.482 1.482 -1.382 0.001
H 5.132 -0.720 -2.352 -0.002
H 3.578 -2.652 -2.189 0.001
H 1.322 -2.345 -1.215 0.002
H -0.212 0.836 3.044 0.001
H -1.345 2.783 3.976 0.000
H -1.889 4.692 2.491 0.000
H -1.328 4.565 0.065 -0.001
H -0.416 2.462 -0.933 0.000
H 1.114 -1.366 1.613 -0.035
H 0.541 -0.851 2.187 -0.021
O 2.191 -2.321 4.063 -0.008
C 1.262 -2.690 3.461 0.002
```

Properties
Charge   +2
Gap between HOMO and LUMO (spin up / spin down)   5.238 / 7.058 eV
HOMO (spin up / spin down)   -15.27 / -15.47 eV
Relative energy (zero: lowest compared OMol25 entry of this formula, charge and spin)   250.0 kJ/mol
Molar mass   490.3 Da
Multiplicity   6
⟨S²⟩   9.7849
Electronic energy   -67900.779 eV

=====

# 2
Computed, not measured: a structure of composition C19H17FN3O2RuS4, with wB97M-V/def2-TZVPD.

XYZ file:
```
47
Properties=species:S:1:pos:R:3:lowdin_spin:R:1
Ru 0.764 0.289 0.117 1.015
C -3.469 1.149 -0.773 0.048
C -3.522 0.805 -2.120 0.006
C -2.361 0.423 -2.775 0.043
C -1.138 0.359 -2.096 0.025
C -1.093 0.609 -0.701 0.066
C -2.261 1.045 -0.083 0.012
C 0.130 0.082 -2.753 0.159
C 0.272 -0.155 -4.114 0.027
C 1.515 -0.309 -4.690 0.200
C 2.679 -0.197 -3.864 0.024
C 3.979 -0.289 -4.374 0.051
C 5.091 -0.177 -3.551 0.054
C 4.901 0.027 -2.187 0.036
C 3.629 0.120 -1.647 0.060
C 2.493 0.019 -2.467 0.022
N 1.237 0.139 -1.929 0.209
H -4.361 1.490 -0.257 0.004
H -4.458 0.861 -2.667 -0.001
H -2.409 0.191 -3.833 0.002
H -2.249 1.295 0.971 0.003
H -0.616 -0.212 -4.730 -0.005
H 1.627 -0.496 -5.753 0.016
H 4.101 -0.452 -5.441 0.000
H 6.091 -0.252 -3.966 0.004
H 5.758 0.107 -1.527 0.001
H 3.487 0.252 -0.580 0.003
S -0.085 0.203 2.326 0.567
S -0.411 1.923 3.198 0.764
S 0.355 3.774 1.153 0.790
S 1.019 2.611 -0.267 0.601
C -1.960 -2.843 2.315 0.004
C -1.446 -2.503 0.941 0.006
N -2.167 -2.074 -0.017 0.005
O -3.515 -1.873 0.351 0.002
C -0.024 -2.745 0.633 0.005
C 0.526 -4.131 0.763 0.001
N 0.771 -1.813 0.184 0.010
O 1.958 -2.148 -0.158 0.038
H -2.942 -2.409 2.481 0.000
H -1.261 -2.469 3.062 0.001
H -2.032 -3.929 2.433 0.000
H -3.774 -1.195 -0.289 0.001
H -0.158 -4.775 1.320 0.000
H 1.501 -4.099 1.255 0.000
H 0.695 -4.574 -0.225 0.001
F 2.516 0.462 1.164 0.119
```

Properties
Charge   -2
Gap between HOMO and LUMO (spin up / spin down)   3.842 / 5.674 eV
HOMO (spin up / spin down)   0.90 / -1.72 eV
Relative energy (zero: lowest compared OMol25 entry of this formula, charge and spin)   36.9 kJ/mol
Molar mass   567.7 Da
Multiplicity   6
⟨S²⟩   8.7955
Electronic energy   -77182.695 eV

=====

# 3
Computed, not measured: a structure of composition C19H17MnN4O2S2, with wB97M-V/def2-TZVPD.

XYZ file:
```
45
Properties=species:S:1:pos:R:3:lowdin_spin:R:1
Mn 0.342 0.228 0.098 1.521
C -2.947 -3.596 2.567 -0.003
S -2.172 -2.288 3.532 -0.011
C -1.533 -1.204 2.337 -0.016
S -2.266 -1.308 0.728 -0.067
N -0.708 -0.334 2.806 -0.009
N -0.190 0.566 1.941 -0.018
C 0.296 1.661 2.411 -0.013
C 0.770 2.622 1.431 -0.001
C 1.348 3.831 1.781 -0.005
C 1.719 4.697 0.762 0.000
C 1.521 4.319 -0.560 -0.004
C 0.971 3.077 -0.830 -0.001
N 0.590 2.249 0.141 -0.010
H -3.225 -4.341 3.312 0.000
H -2.241 -4.047 1.874 -0.001
H -3.846 -3.258 2.058 0.000
H 0.312 1.863 3.476 -0.001
H 1.496 4.085 2.820 0.000
H 2.164 5.654 0.995 0.000
H 1.801 4.969 -1.375 0.000
H 0.835 2.722 -1.843 0.000
O 0.910 -3.184 2.004 0.005
C 1.636 -2.604 1.246 0.001
C 3.117 -2.899 0.971 -0.001
C 3.562 -1.827 -0.037 0.000
C 2.276 -1.100 -0.281 0.005
O 2.079 -0.051 -0.961 0.007
N 1.237 -1.565 0.398 -0.003
H 3.209 -3.916 0.593 0.000
H 3.658 -2.857 1.915 0.000
H 3.953 -2.226 -0.972 0.000
H 4.304 -1.130 0.353 0.000
C -1.312 -0.298 -0.285 -0.294
C -1.741 -0.099 -1.672 -0.027
C -1.919 -1.194 -2.526 -0.020
C -2.264 -0.986 -3.849 0.002
C -2.440 0.306 -4.331 -0.015
C -2.272 1.394 -3.487 0.001
C -1.917 1.197 -2.162 -0.020
H -1.771 -2.198 -2.150 0.000
H -2.396 -1.832 -4.509 0.000
H -2.714 0.463 -5.365 -0.001
H -2.425 2.397 -3.861 0.000
H -1.806 2.041 -1.492 -0.002
```

Properties
Charge   +1
Gap between HOMO and LUMO (spin up / spin down)   7.361 / 6.837 eV
HOMO (spin up / spin down)   -11.59 / -10.98 eV
Molar mass   452.4 Da
Multiplicity   2
⟨S²⟩   1.0968
Electronic energy   -83018.128 eV

=====

# 4
Computed, not measured: a structure of composition C19H17MnN4PSSe2, with wB97M-V/def2-TZVPD.

XYZ file:
```
45
Properties=species:S:1:pos:R:3:lowdin_spin:R:1
Mn 2.272 0.594 -0.053 4.021
N 3.816 4.444 -1.093 -0.005
C 3.594 3.178 -0.733 0.001
S 1.889 2.702 -0.702 -0.038
N 4.634 2.430 -0.455 -0.002
N 4.251 1.179 -0.122 -0.013
C 5.120 0.288 0.184 0.029
C 4.618 -1.040 0.535 0.006
C 5.457 -2.086 0.871 0.003
C 4.892 -3.315 1.190 0.007
C 3.517 -3.459 1.162 0.003
C 2.736 -2.365 0.817 0.009
N 3.270 -1.184 0.511 0.009
H 3.059 5.064 -1.314 -0.001
H 4.762 4.787 -1.136 -0.001
H 6.180 0.518 0.181 0.000
H 6.528 -1.945 0.885 0.000
H 5.527 -4.149 1.456 0.000
H 3.042 -4.399 1.403 0.000
H 1.656 -2.422 0.778 -0.001
Se 0.132 -0.200 0.226 -0.058
P -1.751 1.096 -0.165 0.012
Se -1.459 3.120 -0.401 0.016
C -2.486 0.238 -1.584 0.004
C -3.255 1.001 -2.461 0.001
C -3.926 0.389 -3.509 0.000
C -3.832 -0.982 -3.687 0.001
C -3.069 -1.745 -2.814 0.000
C -2.400 -1.139 -1.766 0.001
C -2.770 0.608 1.256 0.001
C -2.753 -0.671 1.804 -0.003
C -3.631 -1.004 2.819 0.000
C -4.537 -0.065 3.294 0.000
C -4.564 1.208 2.749 0.000
C -3.684 1.547 1.733 0.001
H -3.316 2.072 -2.324 0.000
H -4.519 0.988 -4.186 0.000
H -4.354 -1.457 -4.508 0.000
H -2.994 -2.815 -2.951 0.000
H -1.810 -1.751 -1.094 -0.001
H -2.057 -1.421 1.446 -0.004
H -3.607 -1.999 3.243 0.000
H -5.221 -0.327 4.090 0.000
H -5.267 1.944 3.115 0.000
H -3.692 2.544 1.312 0.000
```

Properties
Charge   +1
Gap between HOMO and LUMO (spin up / spin down)   5.727 / 6.279 eV
HOMO (spin up / spin down)   -10.72 / -10.78 eV
Relative energy (zero: lowest compared OMol25 entry of this formula, charge and spin)   124.7 kJ/mol
Molar mass   577.3 Da
Multiplicity   5
⟨S²⟩   6.1824
Electronic energy   -208072.179 eV

=====

# 5
Computed, not measured: an isolated molecule of C19H17N3O2 at a distorted geometry, with wB97M-V/def2-TZVPD.

XYZ file:
```
41
Properties=species:S:1:pos:R:3:mulliken_charge:R:1
O 3.186 4.084 0.187 -0.630
C 2.502 3.092 0.286 0.255
N 1.140 3.180 0.118 -0.293
N 0.335 2.124 0.223 0.098
C -0.918 2.247 0.032 -0.388
C -1.795 1.101 0.145 0.110
N -3.068 1.308 -0.122 -0.657
C -3.923 0.274 -0.038 0.646
C -3.524 -1.040 0.323 1.183
C -4.494 -2.055 0.381 -0.951
C -5.803 -1.769 0.091 -0.528
C -6.209 -0.478 -0.266 -0.715
C -5.289 0.542 -0.334 0.269
O -5.640 1.796 -0.674 -0.668
H -4.825 2.326 -0.651 0.428
H -7.242 -0.270 -0.491 0.427
H -6.547 -2.551 0.136 0.375
H -4.192 -3.054 0.656 0.393
C -2.152 -1.227 0.608 -0.902
C -1.294 -0.170 0.522 -0.340
H -0.243 -0.262 0.738 0.546
H -1.802 -2.210 0.893 0.429
H -1.388 3.201 -0.227 0.421
H 0.757 4.105 -0.097 0.247
C 3.012 1.701 0.553 -0.422
C 3.065 0.900 -0.762 -0.970
C 3.523 -0.504 -0.493 0.348
C 2.604 -1.539 -0.381 -0.244
C 3.023 -2.828 -0.099 -0.645
C 4.369 -3.097 0.076 -0.418
C 5.294 -2.072 -0.035 -0.568
C 4.872 -0.785 -0.316 -0.349
H 5.597 0.012 -0.406 0.407
H 6.346 -2.276 0.098 0.375
H 4.697 -4.102 0.296 0.373
H 2.297 -3.624 -0.018 0.382
H 1.552 -1.335 -0.526 0.380
H 3.752 1.396 -1.450 0.353
H 2.069 0.886 -1.209 0.495
H 4.011 1.772 0.982 0.449
H 2.345 1.198 1.254 0.300
```

Properties
Gap between HOMO and LUMO   7.942 eV
HOMO   -8.30 eV
Relative energy (zero: lowest compared OMol25 entry of this formula, charge and spin)   153.9 kJ/mol
Molar mass   319.4 Da
Structure (SMILES)   O=C(CCc1ccccc1)N/N=C/c1ccc2cccc(O)c2n1
Multiplicity   1
Electronic energy   -28544.502 eV

=====

# 6
Computed, not measured: an isolated molecule of C19H17N3O4, with wB97M-V/def2-TZVPD.

XYZ file:
```
43
Properties=species:S:1:pos:R:3:mulliken_charge:R:1
C -5.559 -0.448 1.014 -1.160
C -4.736 0.788 0.660 -0.488
C -4.309 0.832 -0.819 -0.830
C -2.839 0.525 -1.055 0.667
O -2.119 1.250 -1.703 -0.641
N -2.434 -0.642 -0.473 0.075
C -1.166 -1.222 -0.464 1.070
C -0.941 -2.290 0.405 -0.633
C 0.299 -2.887 0.472 -1.083
C 1.342 -2.426 -0.325 -0.042
C 1.105 -1.393 -1.226 -0.311
C -0.137 -0.792 -1.298 -0.433
H -0.313 0.014 -1.990 0.526
H 1.884 -1.067 -1.899 0.633
C 2.680 -3.053 -0.167 0.120
O 2.887 -4.243 -0.126 -0.643
N 3.724 -2.170 -0.037 -0.470
N 3.579 -0.808 0.110 0.380
C 4.044 0.116 -0.837 0.151
O 4.702 -0.167 -1.801 -0.597
C 3.552 1.425 -0.356 0.426
C 3.703 2.686 -0.895 -0.568
C 3.098 3.749 -0.230 -0.464
C 2.371 3.547 0.933 -0.499
C 2.222 2.275 1.477 -0.523
C 2.819 1.221 0.818 0.556
C 2.827 -0.223 1.138 0.269
O 2.322 -0.823 2.047 -0.566
H 1.657 2.110 2.381 0.512
H 1.911 4.391 1.424 0.407
H 3.193 4.747 -0.631 0.402
H 4.267 2.834 -1.802 0.496
H 4.648 -2.561 0.114 0.245
H 0.480 -3.704 1.152 0.421
H -1.744 -2.645 1.037 0.365
H -3.119 -1.126 0.091 -0.127
H -4.900 0.119 -1.399 0.373
H -4.486 1.823 -1.238 0.302
H -3.854 0.843 1.302 0.383
H -5.341 1.669 0.877 0.336
H -5.014 -1.373 0.834 0.328
H -6.471 -0.476 0.422 0.320
H -5.837 -0.424 2.065 0.314
```

Properties
Gap between HOMO and LUMO   8.102 eV
HOMO   -8.70 eV
Relative energy (zero: lowest compared OMol25 entry of this formula, charge and spin)   46.4 kJ/mol
Molar mass   351.4 Da
Structure (SMILES)   CCCC(=O)Nc1ccc(C(=O)NN2C(=O)c3ccccc3C2=O)cc1
Multiplicity   1
Electronic energy   -32640.403 eV

=====

# 7
Computed, not measured: an isolated molecule of C19H17N3O5S, with wB97M-V/def2-TZVPD.

XYZ file:
```
45
Properties=species:S:1:pos:R:3:mulliken_charge:R:1
N 2.160 2.808 -1.778 -0.365
C 2.342 1.635 -1.133 0.599
O 1.472 0.768 -1.146 -0.682
C 3.616 1.463 -0.430 0.292
C 3.883 0.294 0.257 0.503
N 3.029 -0.769 0.340 0.105
C 3.342 -1.887 1.033 0.622
O 4.400 -2.013 1.618 -0.701
C 2.267 -2.963 1.027 -0.570
H 1.847 -3.035 2.040 0.298
O 1.237 -2.693 0.098 -0.276
C 0.076 -2.187 0.588 1.217
O -0.087 -2.039 1.786 -0.809
C -0.884 -1.866 -0.460 0.154
C -0.512 -2.003 -1.802 -0.402
C -1.375 -1.677 -2.820 -0.903
C -2.643 -1.193 -2.508 -0.716
C -3.037 -1.046 -1.201 -0.450
C -2.178 -1.376 -0.138 0.559
N -2.573 -1.284 1.154 -0.186
H -1.831 -1.402 1.833 0.296
C -3.789 -0.650 1.605 -1.254
C -3.789 0.833 1.387 0.664
C -4.599 1.649 0.653 -0.474
C -4.091 2.961 0.814 -0.352
C -3.009 2.842 1.629 -0.586
O -2.821 1.561 1.982 -0.335
H -2.319 3.564 2.016 0.478
H -4.479 3.860 0.381 0.428
H -5.454 1.359 0.077 0.483
H -3.880 -0.862 2.674 0.425
H -4.656 -1.082 1.095 0.387
H -4.018 -0.658 -0.984 0.249
H -3.326 -0.926 -3.302 0.398
H -1.072 -1.785 -3.850 0.408
H 0.477 -2.369 -2.027 0.459
H 2.722 -3.920 0.759 0.347
H 2.151 -0.631 -0.178 0.062
S 5.424 0.284 1.018 -0.059
C 5.730 1.875 0.409 -0.482
C 4.708 2.370 -0.327 -0.961
H 4.734 3.346 -0.780 0.299
H 6.661 2.354 0.637 0.451
H 2.852 3.534 -1.781 0.129
H 1.292 2.953 -2.266 0.252
```

Properties
Gap between HOMO and LUMO   8.554 eV
HOMO   -7.92 eV
Relative energy (zero: lowest compared OMol25 entry of this formula, charge and spin)   0.0 kJ/mol
Molar mass   399.4 Da
Structure (SMILES)   NC(=O)c1ccsc1NC(=O)COC(=O)c1ccccc1NCc1ccco1
Multiplicity   1
Electronic energy   -45523.107 eV

=====

# 8
Computed, not measured: an isolated molecule of C19H17N3O8S at a distorted geometry, with wB97M-V/def2-TZVPD.

XYZ file:
```
48
Properties=species:S:1:pos:R:3:mulliken_charge:R:1
O -1.552 -0.120 -2.626 -0.646
C -2.095 0.013 -1.559 0.226
N -2.503 1.236 -1.028 0.272
C -3.106 1.105 0.236 0.176
O -3.553 2.017 0.871 -0.603
C -3.056 -0.342 0.536 0.217
C -3.483 -1.040 1.646 -0.501
C -3.303 -2.420 1.649 -0.574
C -2.725 -3.071 0.570 -0.567
C -2.298 -2.368 -0.551 -0.196
C -2.466 -0.999 -0.550 0.356
H -1.852 -2.869 -1.395 0.559
H -2.600 -4.143 0.602 0.426
H -3.622 -2.993 2.506 0.418
H -3.936 -0.526 2.479 0.527
C -2.248 2.517 -1.637 -0.665
H -2.036 2.353 -2.700 0.450
O -1.214 3.200 -0.968 -0.477
C 0.002 2.614 -0.884 0.441
C 0.561 1.815 -1.885 -0.407
C 1.761 1.163 -1.675 -0.773
C 2.415 1.283 -0.461 -0.168
C 1.923 2.117 0.519 -0.527
C 0.732 2.796 0.305 0.243
N 0.234 3.654 1.361 1.118
O -0.356 4.656 1.050 -0.597
O 0.469 3.291 2.493 -0.628
H 2.459 2.241 1.447 0.515
S 3.828 0.232 -0.098 1.264
O 4.532 0.810 1.002 -0.694
O 4.511 -0.057 -1.321 -0.721
N 3.166 -1.190 0.434 0.145
C 2.448 -1.201 1.686 -1.075
H 2.767 -0.332 2.259 0.448
C 0.933 -1.195 1.451 0.345
H 0.397 -1.361 2.386 0.478
O 0.548 -2.245 0.590 -0.408
C 1.188 -2.147 -0.667 0.339
H 0.848 -3.007 -1.244 0.482
C 2.713 -2.177 -0.517 -1.120
H 3.213 -1.972 -1.462 0.462
H 3.020 -3.165 -0.153 0.338
H 0.870 -1.223 -1.172 -0.283
H 0.617 -0.231 1.021 -0.320
H 2.722 -2.112 2.231 0.363
H 2.201 0.552 -2.448 0.547
H 0.046 1.680 -2.823 0.477
H -3.122 3.163 -1.508 0.315
```

Properties
Gap between HOMO and LUMO   8.471 eV
HOMO   -9.32 eV
Relative energy (zero: lowest compared OMol25 entry of this formula, charge and spin)   6.1 kJ/mol
Molar mass   447.4 Da
Structure (SMILES)   O=C1c2ccccc2C(=O)N1COc1ccc(S(=O)(=O)N2CCOCC2)cc1[N+](=O)[O-]
Multiplicity   1
Electronic energy   -51661.505 eV